1.
{"formula": "C3H10O3S", "method": "ωB97M-V/def2-TZVPD", "species": ["O", "C", "C", "C", "S", "H", "H", "H", "H", "H", "H", "H", "H", "O", "H", "H", "O"], "positions_angstrom": [[2.46208, 0.16418, 0.95396], [1.71996, 1.10429, 0.83894], [0.26578, 0.93362, 0.51074], [0.02231, -0.15593, -0.54495], [-1.70745, -0.48561, -0.87764], [2.14376, 2.11172, 0.97429], [-0.30366, 0.70456, 1.42416], [-0.18714, 1.86762, 0.14813], [0.54859, -1.06581, -0.26687], [0.47105, 0.17344, -1.48011], [-2.16233, -0.46514, 0.37587], [3.58710, -0.79598, -0.51925], [5.08112, -1.01250, -0.62631], [4.30783, -0.80490, -1.16227], [-5.98140, -0.44697, 0.53809], [-5.18410, -1.14331, -0.56313], [-5.08348, -0.68328, 0.27636]], "atomic_forces_ev_per_a": [[0.207, -0.323, 0.012], [0.083, -0.131, 0.051], [-0.969, 0.354, -0.431], [0.730, 0.028, 0.487], [-0.346, 0.105, -0.356], [-0.272, 0.227, 0.036], [0.352, -0.092, -0.004], [0.309, -0.062, 0.105], [-0.075, -0.055, 0.103], [-0.120, -0.015, -0.180], [0.023, -0.041, 0.183], [0.046, 0.097, -0.016], [-0.030, 0.038, -0.111], [0.013, -0.121, 0.122], [0.151, -0.030, -0.036], [0.013, 0.010, 0.013], [-0.116, 0.012, 0.025]], "multiplicity": 1, "total_charge": 0, "homo_energy_ev": -9.10, "e_above_lowest_kj_mol": 37.91, "smiles": "O=CCCS.O.O", "homo_lumo_gap_ev": 9.7}

=====

2.
{"formula": "C20H12N6O2", "method": "ωB97M-V/def2-TZVPD", "species": ["N", "O", "O", "C", "N", "N", "N", "C", "C", "C", "C", "C", "C", "C", "C", "C", "C", "C", "C", "C", "C", "C", "C", "C", "C", "C", "N", "N", "H", "H", "H", "H", "H", "H", "H", "H", "H", "H", "H", "H"], "positions_angstrom": [[-4.96263, -2.71587, 0.75236], [-4.01536, 2.60974, 0.85893], [-3.98447, 3.98687, -0.91106], [-4.10344, -2.52104, 1.46815], [5.80742, -1.07623, -2.57252], [1.58315, -0.06682, -0.07239], [1.10759, 1.00381, -2.16315], [1.92023, 0.28517, -1.32537], [4.92124, -0.76170, -3.50874], [5.51278, -0.95634, -1.29845], [-1.78845, -1.70558, 4.37400], [-2.94000, -2.13005, 3.70820], [3.65452, -0.19106, -3.13119], [4.22790, -0.49805, -0.83596], [-0.74498, -1.07095, 3.58424], [-1.86105, -1.59901, 1.54863], [-2.01114, 2.65864, -1.97894], [-2.97930, -2.08961, 2.27856], [3.24767, -0.15093, -1.73753], [-0.82994, -0.93784, 2.22670], [-2.46578, 2.34683, -0.72861], [-0.93486, 2.05336, -2.55999], [0.36228, 0.14603, 0.24956], [-1.70971, 1.32189, 0.04343], [-0.17908, 1.22524, -1.75186], [-0.60139, 0.78559, -0.57684], [0.23748, -0.27736, 1.61180], [-3.59736, 2.97557, -0.25979], [5.10416, -1.08567, -4.54455], [6.13893, -1.35735, -0.40169], [-1.73296, -1.75580, 5.44697], [-3.70875, -2.49076, 4.28376], [3.09657, 0.08912, -4.01919], [4.06116, -0.32824, 0.25966], [0.13634, -0.75549, 4.16730], [-1.80581, -1.67701, 0.50939], [-2.59686, 3.36387, -2.65338], [-0.65738, 2.38056, -3.53041], [-1.92744, 1.12379, 1.02605], [1.01874, -0.15733, 2.16389]], "atomic_forces_ev_per_a": [[-1.396, -0.545, -1.064], [-0.018, 0.723, -2.057], [-0.014, -2.322, 1.674], [1.663, 0.656, 1.579], [1.195, -1.133, 0.136], [1.031, -0.038, -1.377], [2.081, -2.403, 0.826], [-2.091, 2.128, -1.769], [-2.321, 0.813, 1.616], [-1.680, 0.007, 2.456], [0.689, 1.130, -2.756], [2.136, 0.855, -1.869], [1.255, -1.254, -0.115], [1.244, -0.020, 0.858], [-1.213, -1.172, 3.499], [-0.922, 0.407, 2.126], [-1.220, 1.069, -3.287], [1.240, 0.146, 0.272], [1.592, 0.672, -3.120], [0.395, -0.361, -0.280], [3.451, -4.263, 1.514], [-1.042, 0.928, 0.861], [0.615, -1.652, 3.226], [-2.674, 3.486, -3.674], [3.484, 0.691, -3.852], [-1.191, -0.757, 4.563], [-3.824, 0.376, -2.408], [-1.798, 2.900, 2.157], [0.186, 0.680, 0.492], [-0.292, 0.871, -2.269], [0.184, -0.042, 0.120], [-1.967, -0.884, 0.910], [-0.795, 0.094, 0.684], [0.109, -0.599, -1.210], [-0.410, 0.160, -0.620], [-0.290, -0.034, -1.529], [0.757, -0.873, 1.389], [0.613, -0.144, -0.585], [-0.776, -0.459, 2.052], [2.013, 0.162, 0.832]], "multiplicity": 1, "total_charge": 0, "homo_energy_ev": -8.95, "smiles": "N#Cc1cccc(Nc2nc(-c3ccncc3)nc3ccc([N+](=O)[O-])cc23)c1", "homo_lumo_gap_ev": 7.2}

=====

3.
{"formula": "C21H47CuN3O7P", "method": "ωB97M-V/def2-TZVPD", "species": ["Cu", "C", "C", "C", "C", "C", "C", "N", "O", "C", "C", "C", "H", "H", "H", "H", "H", "H", "H", "H", "H", "H", "H", "H", "H", "H", "H", "H", "H", "H", "C", "O", "N", "C", "C", "H", "H", "H", "H", "H", "H", "H", "C", "O", "N", "C", "C", "H", "H", "H", "H", "H", "H", "H", "C", "C", "O", "P", "O", "O", "C", "C", "O", "C", "C", "H", "H", "H", "H", "H", "H", "H", "H", "H", "H", "H", "H", "H", "H", "H"], "positions_angstrom": [[14.32974, -23.56420, 8.60376], [21.16289, -21.28420, 6.04905], [22.10506, -21.84982, 7.19706], [22.98587, -20.73041, 7.63911], [24.04928, -21.16655, 8.73132], [23.50547, -22.17479, 9.64829], [21.89077, -22.36138, 9.74586], [21.31727, -22.36823, 8.40574], [19.92426, -22.80836, 8.23538], [21.39436, -21.21529, 10.55752], [21.62847, -23.70978, 10.50992], [22.88129, -22.99229, 6.54693], [20.30929, -20.77811, 6.50000], [20.81371, -22.04164, 5.34731], [21.70038, -20.46508, 5.57127], [22.34899, -19.97647, 8.10178], [23.63087, -20.19621, 6.94146], [24.27787, -20.30343, 9.35650], [24.91321, -21.62492, 8.25004], [23.83054, -21.95642, 10.66551], [23.99794, -23.12506, 9.44198], [21.34136, -20.24558, 10.06257], [21.88659, -20.95935, 11.49577], [20.44119, -21.51917, 10.99023], [21.99472, -24.61391, 10.02363], [20.56830, -23.84924, 10.72128], [22.17628, -23.66060, 11.45098], [23.52260, -23.47003, 7.28760], [23.32715, -22.60432, 5.63108], [22.14486, -23.69216, 6.15204], [9.38774, -20.28322, 6.59732], [10.25321, -21.13308, 6.30914], [8.07204, -20.46156, 6.44728], [7.24235, -19.39000, 7.04657], [7.36243, -21.53957, 5.74283], [9.68376, -19.39296, 7.17352], [7.80371, -18.96249, 7.87736], [6.37828, -19.89592, 7.47731], [6.91268, -18.59309, 6.37997], [6.66135, -21.04570, 5.07001], [8.15491, -22.11464, 5.26390], [6.99335, -22.30108, 6.42984], [13.78963, -18.41730, 11.37666], [13.54691, -19.62446, 11.08028], [14.43404, -17.51291, 10.58552], [14.79647, -16.15436, 11.20892], [15.07282, -17.70482, 9.33031], [13.30252, -17.92202, 12.23084], [15.80230, -16.26044, 11.61531], [14.20538, -15.77744, 12.04357], [14.89832, -15.40071, 10.42805], [15.93895, -17.07910, 9.11491], [15.35188, -18.71891, 9.04419], [14.29481, -17.38475, 8.63723], [16.44927, -30.24622, 9.77911], [15.13233, -29.63371, 9.93042], [14.21157, -30.25474, 9.13486], [12.75632, -29.49901, 8.91205], [12.78168, -28.15962, 9.49781], [12.49851, -29.64856, 7.27400], [11.67098, -28.82142, 6.54779], [10.19021, -29.13619, 6.76720], [11.69046, -30.54051, 9.54665], [10.75090, -30.13623, 10.41996], [11.26936, -30.02162, 11.92461], [16.80737, -30.25080, 8.74962], [17.18374, -29.69585, 10.36710], [16.25316, -31.23504, 10.19369], [14.86088, -29.93382, 10.94253], [15.22275, -28.60815, 9.57243], [11.99939, -27.79026, 6.67799], [11.91920, -28.96468, 5.49614], [9.91154, -30.02596, 6.20263], [9.89934, -29.08510, 7.81643], [9.66684, -28.29256, 6.31722], [10.36207, -29.14781, 10.17513], [9.89365, -30.79659, 10.28902], [12.15666, -29.39812, 12.03430], [10.40018, -29.87595, 12.56603], [11.63766, -30.98298, 12.28271]], "atomic_forces_ev_per_a": [[0.175, 0.069, 0.012], [0.064, 0.337, 1.614], [-1.841, -0.582, -1.084], [1.790, 0.674, 2.322], [-1.204, 1.024, -1.083], [-1.556, -2.151, 1.375], [2.510, -1.144, -0.484], [-3.342, -0.797, -1.636], [4.869, 1.522, 0.580], [-1.459, 0.959, 1.623], [0.124, 0.678, -0.130], [-0.844, -0.024, 0.016], [-0.216, -0.319, 0.076], [0.108, 0.100, 0.125], [0.222, -0.343, -0.440], [-0.059, 0.152, -0.051], [-0.640, -0.338, -0.913], [0.569, 0.282, -0.598], [0.239, 0.643, -0.062], [-0.196, -0.031, 0.166], [-0.446, -0.395, -0.108], [-0.331, -0.289, -0.425], [1.007, -0.549, -0.055], [-0.671, 0.445, -0.604], [0.010, 0.268, -0.487], [0.020, 0.138, -0.096], [-0.081, 0.142, 0.207], [0.344, -0.085, -0.539], [0.799, 0.004, 0.274], [0.009, -0.361, 0.422], [2.271, -2.978, 0.038], [-1.328, 1.479, -0.033], [-1.468, 1.838, 0.461], [0.064, -1.088, 0.357], [2.081, 0.220, 0.442], [-0.253, 0.164, -0.336], [-0.142, 0.149, -0.100], [-0.194, 0.269, 0.012], [0.092, -0.166, -0.285], [-0.162, -0.679, 0.000], [-0.121, 0.280, -0.760], [-0.822, 0.493, 0.209], [-1.088, -2.587, -2.088], [1.030, 3.295, 0.824], [0.510, 1.965, 3.248], [0.761, -1.334, -0.512], [-0.708, -0.420, -1.853], [0.366, -0.204, 0.200], [0.175, -0.031, 0.040], [-0.588, -0.483, -0.371], [-0.492, -0.104, -0.045], [0.019, 0.114, 0.702], [-0.238, -0.152, 0.617], [0.256, -0.098, -0.778], [0.973, -1.042, -0.234], [0.734, 1.487, 0.739], [-4.114, -0.914, -2.894], [1.214, -1.546, -1.223], [-0.654, 0.170, -0.332], [2.142, -1.450, 3.492], [-0.787, 0.891, -0.922], [0.440, 1.460, -0.602], [3.180, -0.202, -2.592], [-1.677, 1.599, 3.343], [-0.463, -1.755, -1.290], [-0.094, -0.294, -0.020], [-0.059, -0.178, 0.210], [1.100, -0.449, -0.349], [-0.262, 1.554, 0.564], [-0.447, 0.469, 1.192], [-0.614, 0.317, 0.601], [-0.041, -0.477, -0.095], [-0.082, -0.163, 0.596], [0.073, -0.567, -0.019], [-0.301, -0.025, -0.205], [0.057, 0.261, -0.152], [0.082, -0.283, 0.491], [-0.639, 0.736, -0.048], [0.259, 0.887, 0.088], [-0.011, -0.455, -0.347]], "multiplicity": 1, "total_charge": 0, "homo_energy_ev": -4.71, "e_above_lowest_kj_mol": 643.74, "homo_lumo_gap_ev": 2.3}

=====

4.
{"formula": "C11H21N2", "method": "ωB97M-V/def2-TZVPD", "species": ["C", "C", "C", "C", "C", "C", "C", "C", "C", "C", "C", "N", "N", "H", "H", "H", "H", "H", "H", "H", "H", "H", "H", "H", "H", "H", "H", "H", "H", "H", "H", "H", "H", "H"], "positions_angstrom": [[2.31421, -1.56467, -0.40702], [0.97446, -1.70887, -0.17234], [1.55789, 0.45969, 0.35900], [1.45541, 1.82273, 0.68180], [-1.22508, -1.28649, 1.84362], [-2.02123, -1.21354, -1.13384], [-1.10417, 1.13669, -1.43953], [-3.07340, 0.62312, 0.25331], [3.94444, 0.36255, -0.37857], [-0.81112, -0.19343, 0.80558], [-1.76837, 0.05800, -0.41715], [2.61745, -0.16527, -0.24332], [0.59323, -0.43047, 0.34591], [3.17443, -2.16973, -0.79865], [0.20835, -2.55466, -0.21192], [2.02768, 2.50941, 0.03566], [0.41532, 2.12890, 0.67964], [1.80773, 2.05488, 1.65671], [-1.48369, -2.21939, 1.27373], [-2.14994, -1.05599, 2.29247], [-0.51398, -1.24995, 2.59627], [-1.17442, -1.90626, -1.26937], [-2.42240, -0.73765, -2.05565], [-2.73830, -1.79131, -0.42452], [-0.80243, 2.06730, -0.96585], [-1.78155, 1.32729, -2.23525], [-0.21254, 0.70334, -1.97553], [-2.81818, 1.50026, 0.78070], [-3.54316, -0.15259, 0.81190], [-3.69977, 1.27731, -0.45607], [4.29725, 0.82718, 0.55323], [4.74040, -0.43661, -0.69693], [4.03903, 1.09442, -1.23579], [-0.82355, 0.88379, 1.54778]], "atomic_forces_ev_per_a": [[0.597, 1.392, -1.192], [0.347, 0.548, 1.015], [1.574, -3.312, -2.820], [-0.237, 3.044, 0.104], [-0.949, 0.062, -3.710], [-1.664, -0.808, 0.692], [0.705, -1.952, 1.108], [0.627, 1.512, -3.171], [2.699, 0.126, -1.510], [-0.392, 3.178, 2.378], [1.691, 2.351, 1.438], [-0.686, -1.900, 1.355], [-2.412, -1.608, 0.507], [-1.521, 0.358, 0.480], [1.843, 1.426, 0.204], [-0.237, -0.575, -0.102], [0.083, 0.133, -0.135], [0.447, -0.016, 1.155], [1.043, 0.303, 1.041], [-1.130, 0.747, 0.498], [1.518, -0.929, 1.314], [-0.378, 0.822, -0.579], [-0.351, -1.897, 0.063], [0.574, 0.701, -1.995], [-0.203, 0.045, 0.020], [-0.896, 0.370, -0.500], [-0.634, 0.240, 0.756], [0.778, 0.532, 1.845], [-0.849, -0.067, 0.327], [0.147, -2.159, 0.253], [-0.151, -0.138, -0.354], [-1.860, 1.112, 0.891], [-0.476, -0.527, 1.060], [0.356, -3.112, -2.437]], "multiplicity": 1, "total_charge": 1, "homo_energy_ev": -13.57, "e_above_lowest_kj_mol": 81.91, "smiles": "Cc1n(C)cc[n+]1[C@H](C)C(C)(C)C", "homo_lumo_gap_ev": 11.0}

=====

What is the multiplicity in the second record?
1

=====

What is the formula in the fourth record?
C11H21N2